No. 1
Molecular formula: C2H6N2O3
Method: DFT, ωB97M-V/def2-TZVPD

Frontier orbital gap   11.0 eV
2S+1   1
Structure (SMILES)   NC(O)(O)O.C#N
HOMO   -0.374 Ha
Total energy   -11292.788 eV
ΔE to the lowest compared entry with this formula, charge and spin   245.02 kJ/mol

Bonds (Å) are listed after each position.
Element x y z (Å)
1 N -0.169 -0.008 1.051  C2 1.431, H6 0.979, H7 0.989
2 C -1.098 0.050 -0.037  N1 1.431, O3 1.393, O4 1.366, O5 1.398
3 O -0.531 -0.562 -1.153  C2 1.393, H8 0.939
4 O -2.266 -0.566 0.315  C2 1.366, H9 0.876
5 O -1.346 1.387 -0.364  C2 1.398, H10 0.958
6 H -0.105 -0.907 1.433  N1 0.979
7 H -0.451 0.691 1.692  N1 0.989
8 H 0.362 -0.541 -0.863  O3 0.939
9 H -2.884 -0.442 -0.293  O4 0.876
10 H -1.000 2.032 0.254  O5 0.958
11 C 3.221 -0.351 -0.724  N12 1.154, H13 1.059
12 N 2.220 0.221 -0.689  C11 1.154
13 H 4.049 -1.004 -0.624  C11 1.059

Atom charges from the Mulliken analysis, given in e for atoms 1 to 8:
1 N -0.7006
2 C 1.0345
3 O -0.4849
4 O -0.4761
5 O -0.5344
6 H 0.1885
7 H 0.1826
8 H 0.3051

***

No. 2
Molecular formula: C5H9NO
Method: DFT, ωB97M-V/def2-TZVPD

Frontier orbital gap   10.0 eV
2S+1   1
Structure (SMILES)   C=CC[C@H](N)C=O
HOMO   -0.337 Ha
Total energy   -8866.046 eV
ΔE to the lowest compared entry with this formula, charge and spin   305.53 kJ/mol

Bonds (Å) are listed after each position.
Element x y z (Å)
1 C 0.261 0.742 -2.606  C2 1.337, H8 1.088, H9 1.164
2 C 0.589 0.026 -1.525  C1 1.337, C3 1.486, H10 1.100
3 C 0.725 0.653 -0.184  C2 1.486, C4 1.555, H11 1.075, H12 1.163
4 C -0.427 0.482 0.846  C3 1.555, N5 1.413, C6 1.543, H13 1.151
5 N 0.168 0.832 2.078  C4 1.413, H14 1.033, H15 0.977
6 C -0.960 -0.965 0.775  C4 1.543, O7 1.245, H16 1.169
7 O -0.479 -2.015 0.311  C6 1.245
8 H 0.194 0.391 -3.634  C1 1.088
9 H 0.227 1.905 -2.603  C1 1.164
10 H 0.933 -0.998 -1.732  C2 1.100
11 H 1.088 1.654 -0.337  C3 1.075
12 H 1.715 0.404 0.372  C3 1.163
13 H -1.218 1.241 0.496  C4 1.151
14 H -0.506 0.785 2.858  N5 1.033
15 H 1.045 0.528 2.384  N5 0.977
16 H -1.956 -1.238 1.322  C6 1.169

Atom charges from the Mulliken analysis, given in e for atoms 1 to 8:
1 C -0.7558
2 C -0.0734
3 C -1.0717
4 C 0.3752
5 N -0.5305
6 C -0.1020
7 O -0.4678
8 H 0.2896